Entry 1:
# C12H11Cl2F6N3O2RuS3Sb

C12H11Cl2F6N3O2RuS3Sb as an isolated structure in a non-equilibrium geometry (ωB97M-V with the def2-TZVPD basis set, the Open Molecules 2025 dataset).

Computed properties:
- E_HOMO (alpha / beta) (eV) = -11.303 / -11.282
- relative energy (zero: lowest compared OMol25 entry of this formula, charge and spin) (kcal/mol) = 44.4
- multiplicity = 5
- charge = +1
- orbital gap (alpha / beta) (eV) = 6.83 / 4.17

Geometry as XYZ:
```
41
C12H11Cl2F6N3O2RuS3Sb (ωB97M-V with the def2-TZVPD basis set)
Ru 1.377 0.313 0.310
O -1.166 3.899 1.158
C -2.291 3.389 0.606
C -3.399 4.231 0.596
C -4.600 3.794 0.082
C -4.730 2.505 -0.438
C -3.637 1.678 -0.459
C -2.396 2.103 0.052
C -1.244 1.219 -0.083
O -0.132 1.511 0.608
N -1.298 0.165 -0.837
N -0.066 -0.483 -0.882
C -0.170 -1.770 -1.099
S -1.678 -2.562 -1.043
C -0.943 -4.227 -1.012
C 0.258 -4.212 -1.929
S 1.241 -2.738 -1.544
H -0.474 3.224 1.171
H -3.285 5.223 1.010
H -5.452 4.461 0.085
H -5.682 2.163 -0.820
H -3.711 0.682 -0.872
H -1.694 -4.943 -1.337
H -0.660 -4.449 0.016
H -0.030 -4.121 -2.976
H 0.904 -5.076 -1.794
Cl 4.816 1.441 -0.061
C 4.026 2.742 -0.920
Cl 2.337 2.324 -1.391
H 4.559 2.932 -1.843
H 3.968 3.620 -0.291
F 2.710 -0.975 -0.299
Sb 2.498 -3.059 0.828
F 1.013 -1.920 1.318
F 2.059 -4.794 0.243
F 2.052 -3.837 2.470
F 3.978 -3.287 -0.262
F 3.591 -1.961 1.886
S 2.807 -0.181 4.574
C 2.412 0.301 3.139
N 2.128 0.676 2.041
```


Entry 2:
# C6H10

The molecule C6H10 (ωB97M-V with the def2-TZVPD basis set, the Open Molecules 2025 dataset).

Computed properties:
- E_HOMO (eV) = -9.278
- relative energy (zero: lowest compared OMol25 entry of this formula, charge and spin) (kcal/mol) = 41.1
- multiplicity = 1
- charge = 0
- orbital gap (eV) = 10.38

Geometry as XYZ:
```
16
C6H10 (ωB97M-V with the def2-TZVPD basis set)
C -1.955 0.487 -1.192
C -1.707 1.006 0.239
C -0.829 0.102 0.982
C 0.216 -0.420 1.276
C 1.638 -0.758 1.213
C 2.024 -0.750 -0.274
H -1.253 -0.316 -1.442
H -2.965 0.091 -1.317
H -1.809 1.294 -1.915
H -1.119 1.929 0.190
H -2.633 1.257 0.762
H 1.879 -1.717 1.682
H 2.192 0.024 1.748
H 1.759 0.216 -0.719
H 3.095 -0.921 -0.418
H 1.466 -1.522 -0.815
```


Entry 3:
# C4H9Cl2

A 2-piece molecular cluster, C4H9Cl2 overall in a non-equilibrium geometry (ωB97M-V with the def2-TZVPD basis set, the Open Molecules 2025 dataset).

Computed properties:
- E_HOMO (alpha / beta) (eV) = -10.381 / -10.478
- relative energy (zero: lowest compared OMol25 entry of this formula, charge and spin) (kcal/mol) = 7.7
- multiplicity = 2
- charge = 0
- orbital gap (alpha / beta) (eV) = 11.21 / 7.10

Geometry as XYZ:
```
15
C4H9Cl2 (ωB97M-V with the def2-TZVPD basis set)
Cl -1.897 1.960 2.474
Cl -1.290 -0.799 1.140
C 1.166 0.447 0.773
C -0.054 -0.186 0.029
C -0.715 0.835 -0.955
C 0.212 -1.591 -0.598
H 1.806 -0.343 1.183
H 1.721 1.020 0.071
H 0.830 1.126 1.555
H -1.370 0.306 -1.650
H -1.270 1.587 -0.389
H 0.055 1.383 -1.468
H -0.577 -1.814 -1.291
H 1.173 -1.582 -1.028
H 0.211 -2.350 0.155
```


Entry 4:
# C60H134N6O11

A 11-piece molecular cluster, C60H134N6O11 overall in a non-equilibrium geometry (ωB97M-V with the def2-TZVPD basis set, the Open Molecules 2025 dataset).

Computed properties:
- E_HOMO (eV) = 0.778
- multiplicity = 1
- charge = -2
- orbital gap (eV) = 2.22

Geometry as XYZ:
```
211
C60H134N6O11 (ωB97M-V with the def2-TZVPD basis set)
C -3.416 -0.111 -3.747
C -3.604 0.580 -2.320
C -4.918 0.039 -1.799
C -5.209 0.197 -0.254
C -4.079 -0.437 0.482
C -2.721 0.186 0.133
N -2.547 0.238 -1.396
O -1.183 0.403 -1.925
C -1.760 -0.837 0.713
C -2.648 1.573 0.749
C -3.837 2.061 -2.517
H -3.387 -1.200 -3.719
H -2.549 0.054 -4.386
H -4.311 0.053 -4.348
H -4.935 -1.041 -1.944
H -5.748 0.463 -2.364
H -6.079 -0.321 0.150
H -5.337 1.246 0.013
H -4.012 -1.500 0.251
H -4.333 -0.426 1.542
H -0.765 -0.397 0.781
H -1.589 -1.839 0.319
H -1.928 -0.977 1.781
H -3.518 2.192 0.532
H -1.840 2.200 0.374
H -2.456 1.546 1.822
H -4.894 2.328 -2.532
H -3.279 2.548 -3.317
H -3.555 2.448 -1.538
C -4.460 -1.945 -6.648
C -3.608 -3.024 -7.429
C -3.820 -2.910 -8.955
C -2.913 -1.901 -9.586
C -1.456 -2.263 -9.218
C -1.170 -2.205 -7.708
N -2.185 -3.076 -7.031
O -1.941 -3.408 -5.677
C -1.312 -0.740 -7.229
C 0.239 -2.786 -7.710
C -4.247 -4.381 -7.050
H -3.931 -0.994 -6.582
H -4.685 -2.313 -5.647
H -5.426 -1.800 -7.133
H -4.759 -2.414 -9.200
H -3.735 -3.875 -9.454
H -3.280 -0.900 -9.361
H -3.074 -1.881 -10.664
H -0.774 -1.556 -9.693
H -1.238 -3.275 -9.559
H -2.097 -0.124 -7.668
H -0.374 -0.232 -7.457
H -1.227 -0.598 -6.152
H 0.579 -2.732 -6.676
H 0.961 -2.293 -8.362
H 0.248 -3.858 -7.904
H -5.328 -4.243 -7.056
H -4.051 -4.718 -6.032
H -3.955 -5.184 -7.727
C -6.455 1.695 -6.429
C -5.008 2.252 -6.745
O -4.403 1.526 -7.742
H -6.806 1.261 -7.365
H -7.144 2.489 -6.145
H -6.527 0.900 -5.686
H -4.321 2.018 -5.933
H -5.031 3.315 -6.985
H -4.227 0.664 -7.359
C -4.829 -4.663 -2.181
C -3.698 -4.164 -1.252
O -2.965 -3.102 -1.840
H -4.643 -5.657 -2.590
H -5.024 -3.964 -2.995
H -5.726 -4.848 -1.590
H -3.037 -4.949 -0.884
H -4.228 -3.825 -0.361
H -3.274 -2.255 -1.510
C 1.375 4.694 -3.919
C 0.480 3.808 -3.022
O 0.529 2.403 -3.287
H 1.344 4.503 -4.992
H 2.415 4.645 -3.598
H 1.160 5.757 -3.811
H -0.539 4.108 -3.268
H 0.566 3.999 -1.952
H -0.074 1.947 -2.695
C -8.937 2.967 4.092
C -8.788 2.004 2.900
C -10.219 1.530 2.330
C -10.902 2.617 1.484
C -9.944 2.945 0.286
C -8.505 3.449 0.729
N -7.985 2.581 1.756
O -6.766 3.046 2.252
C -7.521 3.240 -0.489
C -8.627 4.997 1.111
C -8.130 0.688 3.349
H -7.945 3.204 4.476
H -9.486 2.696 4.994
H -9.371 3.855 3.633
H -10.188 0.648 1.691
H -10.816 1.136 3.153
H -11.035 3.351 2.278
H -11.938 2.467 1.179
H -10.502 3.619 -0.364
H -9.842 2.019 -0.280
H -7.449 2.169 -0.680
H -7.940 3.603 -1.427
H -6.504 3.615 -0.372
H -7.829 5.620 0.708
H -9.554 5.386 0.689
H -8.596 5.240 2.173
H -8.045 0.063 2.461
H -8.908 0.177 3.916
H -7.183 0.670 3.890
H -6.201 2.564 1.644
C -6.742 1.113 6.595
C -5.742 0.003 6.973
C -5.478 -0.987 5.862
C -4.408 -0.509 4.894
C -3.073 0.057 5.553
C -3.445 1.080 6.591
N -4.503 0.569 7.487
O -4.738 1.417 8.584
C -2.110 1.187 7.474
C -3.780 2.452 5.959
C -6.361 -0.808 8.031
H -6.400 1.591 5.677
H -6.609 1.956 7.273
H -7.781 0.791 6.517
H -5.047 -1.802 6.445
H -6.336 -1.407 5.336
H -4.718 0.362 4.316
H -4.179 -1.367 4.261
H -2.402 0.530 4.836
H -2.523 -0.788 5.968
H -1.320 1.420 6.760
H -2.214 1.866 8.321
H -1.990 0.253 8.022
H -4.093 3.304 6.562
H -2.819 2.758 5.545
H -4.395 2.269 5.078
H -6.497 -0.385 9.026
H -5.744 -1.652 8.339
H -7.310 -1.248 7.726
H -4.964 0.726 9.211
C -4.099 5.521 -1.831
C -3.730 6.438 -0.673
C -2.748 5.612 0.264
C -1.372 5.393 -0.434
C -0.823 6.753 -0.862
C -1.681 7.662 -1.738
N -3.090 7.623 -1.241
O -3.964 8.540 -1.777
C -1.149 9.037 -1.445
C -1.528 7.398 -3.196
C -5.043 6.673 0.174
H -4.792 4.729 -1.548
H -3.219 4.948 -2.122
H -4.445 6.035 -2.728
H -2.590 6.068 1.241
H -3.184 4.631 0.456
H -1.526 4.634 -1.201
H -0.644 4.931 0.233
H 0.022 6.470 -1.490
H -0.570 7.279 0.058
H -1.478 9.632 -2.296
H -1.432 9.421 -0.464
H -0.061 9.097 -1.435
H -1.697 6.323 -3.263
H -2.287 7.854 -3.831
H -0.541 7.540 -3.636
H -5.788 7.232 -0.393
H -4.766 7.211 1.081
H -5.462 5.799 0.673
H -4.150 8.196 -2.654
C -11.632 -4.479 -3.631
C -10.943 -3.125 -3.962
C -12.008 -2.068 -3.632
C -11.573 -0.637 -3.533
C -10.457 -0.472 -2.626
C -9.285 -1.517 -2.800
N -9.870 -2.855 -2.987
O -8.841 -3.781 -3.163
C -8.467 -0.952 -3.906
C -8.474 -1.388 -1.547
C -10.646 -3.148 -5.504
H -12.540 -4.623 -4.217
H -11.923 -4.455 -2.581
H -10.991 -5.328 -3.867
H -12.811 -2.071 -4.369
H -12.419 -2.160 -2.627
H -12.450 -0.058 -3.243
H -11.282 -0.290 -4.524
H -10.904 -0.653 -1.648
H -10.173 0.579 -2.659
H -7.547 -1.529 -3.998
H -8.923 -1.058 -4.890
H -8.170 0.096 -3.858
H -8.217 -0.349 -1.338
H -9.001 -1.756 -0.667
H -7.613 -2.057 -1.542
H -9.571 -3.257 -5.644
H -11.130 -2.350 -6.067
H -11.026 -3.978 -6.099
H -8.881 -4.041 -2.239
O 1.182 -1.480 -0.835
H 1.189 -0.560 -0.572
H 1.536 -1.949 -0.079
O 0.725 2.459 1.233
H 1.403 2.441 0.557
H 0.112 1.770 0.976
```


Entry 5:
# C30H53BrN4P2Ru

C30H53BrN4P2Ru as an isolated structure in a non-equilibrium geometry (ωB97M-V with the def2-TZVPD basis set, the Open Molecules 2025 dataset).

Computed properties:
- E_HOMO (alpha / beta) (eV) = -18.087 / -19.560
- relative energy (zero: lowest compared OMol25 entry of this formula, charge and spin) (kcal/mol) = 0.0
- multiplicity = 5
- charge = +4
- orbital gap (alpha / beta) (eV) = 4.96 / 5.21

Geometry as XYZ:
```
91
C30H53BrN4P2Ru (ωB97M-V with the def2-TZVPD basis set)
N -3.725 6.470 0.301
C -4.146 5.664 1.283
C -3.263 4.936 2.079
C -1.877 5.040 1.833
C -1.445 5.908 0.798
C -2.418 6.598 0.063
C -0.943 4.209 2.540
Ru 0.791 -0.477 0.468
P 2.180 -2.446 -0.044
C 0.397 4.188 2.231
C 1.184 2.992 2.346
C 2.319 2.818 1.505
C 2.727 1.559 1.155
C 2.015 0.437 1.702
C 1.067 0.623 2.774
C 0.703 1.904 3.118
Br 3.558 -0.973 2.498
H -1.345 3.551 3.320
H 0.891 5.069 1.799
H -3.646 4.278 2.858
H -0.397 6.029 0.532
H -5.219 5.611 1.459
H -2.116 7.286 -0.731
H 2.789 3.695 1.057
H -0.001 2.087 3.933
H 3.572 1.348 0.515
H 0.693 -0.252 3.306
P 0.338 0.554 -1.492
C 1.885 -3.447 1.484
C 3.056 -4.276 2.002
H 1.021 -4.094 1.275
H 1.557 -2.739 2.259
H 2.848 -4.535 3.048
H 3.165 -5.222 1.456
H 4.003 -3.724 1.989
C 3.885 -1.976 -0.558
C 4.849 -3.092 -0.952
H 4.286 -1.407 0.300
H 3.777 -1.249 -1.382
H 5.860 -2.666 -0.997
H 4.868 -3.911 -0.222
H 4.621 -3.492 -1.948
C 1.676 -3.575 -1.418
C 1.774 -5.081 -1.143
H 2.302 -3.313 -2.286
H 0.644 -3.301 -1.692
H 1.503 -5.627 -2.058
H 2.793 -5.396 -0.871
H 1.079 -5.406 -0.355
C -1.000 -0.127 -2.596
C -0.679 -1.415 -3.343
H -1.263 0.662 -3.317
H -1.891 -0.264 -1.962
H -1.334 -1.496 -4.223
H 0.358 -1.446 -3.696
H -0.868 -2.300 -2.725
C 1.804 0.482 -2.625
C 2.896 1.504 -2.334
H 1.458 0.568 -3.668
H 2.196 -0.541 -2.507
H 3.836 1.188 -2.805
H 2.644 2.500 -2.722
H 3.077 1.593 -1.260
C -0.080 2.360 -1.380
C -1.532 2.814 -1.627
H 0.588 2.897 -2.071
H 0.231 2.671 -0.369
H -1.545 3.685 -2.302
H -2.160 2.038 -2.082
H -2.013 3.147 -0.697
C -2.599 -3.774 -0.550
N -3.035 -2.560 0.123
C -4.276 -2.690 0.869
C -2.153 -1.545 0.398
N -0.841 -1.776 0.373
N -2.654 -0.327 0.689
C -3.991 0.085 0.286
C -1.760 0.704 1.184
H -3.492 -4.360 -0.778
H -1.932 -4.385 0.076
H -2.099 -3.533 -1.495
H -4.263 -2.104 1.796
H -5.141 -2.382 0.266
H -4.422 -3.744 1.136
H -0.627 -2.767 0.320
H -4.723 -0.040 1.097
H -3.974 1.149 0.033
H -4.324 -0.478 -0.597
H -2.118 1.123 2.142
H -0.781 0.194 1.364
H -1.655 1.513 0.445
```


The records above yield calculated total energy values of -104156.1933, -6382.0769, -29337.1888, -95841.0987, -129087.5405 eV, respectively.